Record 1
C5H14N4O | ωB97M-V/def2-TZVPD

The value obtained for the energy above the lowest of the compared OMol25 structures with the same formula, charge and spin is 38.9 kcal/mol. The value obtained for the orbital gap is 9.618 eV. The value obtained for the largest force on an atom is 0.0178 Eh/bohr. The HOMO energy comes out at -8.7796 eV.

CARTESIAN COORDINATES (ANGSTROEM)
H: -2.123 -1.340 -1.158
N: -1.733 -1.962 -0.452
C: -0.482 -1.844 -0.285
C: 0.225 -2.713 0.705
N: 0.305 -0.958 -0.957
N: 1.682 -0.850 -0.726
H: -0.501 -3.348 1.202
H: 0.964 -3.324 0.192
H: 0.751 -2.097 1.432
H: -0.152 -0.320 -1.604
H: 1.898 0.031 -0.254
H: 2.197 -0.901 -1.602
H: 1.238 1.008 1.846
N: 1.014 1.430 0.948
C: -0.212 1.376 0.638
C: -1.336 0.778 1.435
O: -0.651 1.923 -0.504
C: 0.277 2.654 -1.290
H: -0.967 0.024 2.120
H: -1.824 1.572 2.009
H: -2.077 0.334 0.775
H: -0.250 3.522 -1.676
H: 1.124 2.961 -0.674
H: 0.635 2.046 -2.120

=====

Record 2
C5H14N4O | ωB97M-V/def2-TZVPD

The value obtained for the energy above the lowest of the compared OMol25 structures with the same formula, charge and spin is 90.5 kcal/mol. The value obtained for the orbital gap (alpha / beta) is 8.081 / 8.082 eV. The value obtained for the largest force on an atom is 0.0591 Eh/bohr. The HOMO energy (alpha / beta) comes out at -7.6292 / -7.6295 eV.

CARTESIAN COORDINATES (ANGSTROEM)
C: 1.828 0.143 1.629
C: -0.963 1.457 1.401
N: 1.203 0.363 0.339
C: -0.246 1.203 0.089
O: -0.080 2.112 -0.733
H: 1.845 0.762 -0.345
H: 2.780 -0.378 1.505
H: 2.003 1.088 2.153
H: 1.178 -0.482 2.242
H: -0.914 0.606 2.079
H: -2.006 1.678 1.181
H: -0.516 2.331 1.876
C: 1.047 -1.660 -1.293
C: -0.893 -0.298 -0.692
N: -1.053 -0.062 -2.103
N: -2.151 -0.722 -0.112
N: 0.216 -1.042 -0.284
H: -0.510 0.762 -2.358
H: -2.024 0.175 -2.272
H: -2.424 -1.610 -0.528
H: -2.047 -0.887 0.881
H: 0.449 -2.462 -1.738
H: 1.928 -2.089 -0.816
H: 1.351 -0.988 -2.101

=====

Record 3
C5H14N5P | ωB97M-V/def2-TZVPD

The value obtained for the energy above the lowest of the compared OMol25 structures with the same formula, charge and spin is 53.0 kcal/mol. The value obtained for the orbital gap is 10.084 eV. The value obtained for the largest force on an atom is 0.0716 Eh/bohr. Its charge is +2. The HOMO energy comes out at -16.6324 eV.

CARTESIAN COORDINATES (ANGSTROEM)
C: -0.557 1.736 -0.347
C: 2.932 -4.092 0.589
C: 0.584 3.757 -1.134
C: -1.664 3.122 -1.738
C: -2.261 -1.663 0.663
N: -0.732 0.876 0.404
N: 0.531 -1.234 1.310
N: 3.970 -4.294 1.049
N: -0.386 2.719 -1.084
N: 1.718 -3.832 0.316
P: -0.874 -0.604 1.229
H: 1.586 3.449 -1.031
H: 0.516 4.404 -1.982
H: 0.478 4.489 -0.278
H: -2.348 2.194 -1.834
H: -1.948 3.961 -1.172
H: -1.312 3.507 -2.757
H: -2.537 -2.302 1.631
H: -3.130 -1.063 0.487
H: -2.101 -2.324 -0.180
H: 1.173 -1.062 2.024
H: 5.047 -4.397 1.128
H: 1.279 -4.325 -0.416
H: 1.307 -2.828 0.661
H: -1.270 -0.192 2.463

=====

Record 4
C5H14N6PS | ωB97M-V/def2-TZVPD

The value obtained for the energy above the lowest of the compared OMol25 structures with the same formula, charge and spin is 11.7 kcal/mol. The value obtained for the orbital gap (alpha / beta) is 7.692 / 7.691 eV. The value obtained for the largest force on an atom is 0.1182 Eh/bohr. Its charge is +1. The HOMO energy (alpha / beta) comes out at -10.9458 / -10.9451 eV.

CARTESIAN COORDINATES (ANGSTROEM)
C: 2.446 -1.150 0.443
C: -0.895 3.201 1.509
C: 0.028 -0.562 -2.321
C: -0.017 -3.134 1.250
C: -2.196 2.512 -1.045
N: -0.672 2.205 0.753
N: 1.856 -0.828 -0.695
N: 0.497 -0.851 -0.934
N: 0.321 -1.769 1.404
N: 1.687 -1.711 1.436
N: -1.182 1.799 -0.431
P: -0.500 -0.617 0.445
S: 0.358 0.955 1.462
H: 3.445 -1.174 0.590
H: -0.213 3.215 2.331
H: -1.589 3.921 1.232
H: -1.043 -0.820 -2.155
H: -0.023 0.547 -2.597
H: 0.835 -0.960 -2.945
H: 0.367 -3.585 0.323
H: 0.445 -3.552 2.084
H: -1.048 -3.326 1.093
H: -2.131 3.576 -1.057
H: -2.078 2.213 -2.132
H: -3.250 2.239 -0.901
H: 2.350 -0.379 -1.399
H: 2.202 -1.966 2.257

=====

Number 1: DFT total energy -493.1356 a.u.. Number 2: DFT total energy -493.0534 a.u.. Number 3: DFT total energy -813.3560 a.u.. Number 4: DFT total energy -1266.5544 a.u..